The following is a quantum chemistry calculation of 3 unconnected molecules or ions with the total composition C2H11N2O2 in a non-equilibrium geometry, from OMol25.

Its HOMO energy is -12.74 eV. As for the net charge: +1. The relative energy (zero: lowest compared OMol25 entry of this formula, charge and spin) is 37.8 kcal/mol. Its total energy is -342.52827 a.u. The calculation puts the frontier orbital gap at 9.7973 eV.

XYZ file:
```
17
Properties=species:S:1:pos:R:3:forces:R:3:nbo_charge:R:1
C -0.846 0.150 0.425 0.04 0.29 -0.49 -0.181
C -1.678 -0.774 0.894 -0.19 -0.99 -0.25 0.036
N -2.950 -0.721 1.379 -0.02 0.34 -0.30 -0.801
N 0.591 -0.192 0.259 -1.05 0.62 -1.64 -0.718
H -1.033 1.139 0.043 -0.33 0.25 0.52 0.224
H -1.332 -1.809 0.775 0.52 0.17 0.97 0.200
H -3.216 -1.436 2.027 -0.18 -0.27 -0.23 0.408
H -3.696 -0.197 0.960 0.12 0.34 0.11 0.412
H 0.838 -0.912 0.926 0.59 0.18 0.14 0.437
H 0.822 -0.474 -0.711 -0.08 -0.39 0.15 0.453
H 1.057 0.742 0.318 0.64 -0.58 0.66 0.481
H 2.365 2.889 -0.305 -0.05 -0.23 -0.27 0.508
H 1.941 2.721 1.128 -0.05 -0.18 0.04 0.499
O 1.968 2.241 0.289 0.03 0.42 0.33 -0.969
H 2.048 -0.642 -3.424 -0.34 -0.07 0.04 0.493
H 2.518 -1.321 -2.169 -0.04 -0.23 -0.12 0.473
O 1.706 -1.116 -2.651 0.40 0.33 0.35 -0.955
```
Positions in Å, forces in eV/Å.